{"formula": "C4H10O", "method": "ωB97M-V with the def2-TZVPD basis set", "symbols": ["C", "C", "C", "O", "H", "H", "H", "H", "H", "H", "C", "H", "H", "H", "H"], "positions_angstrom": [[1.466, -0.477, 0.043], [0.605, 0.132, 0.859], [0.805, 1.481, 1.475], [-0.594, -0.398, 1.243], [2.401, 0.000, -0.225], [1.268, -1.462, -0.374], [1.718, 1.950, 1.103], [-0.050, 2.126, 1.244], [0.865, 1.395, 2.566], [-0.712, -1.247, 0.796], [-1.592, -0.665, -1.911], [-1.559, 0.061, -1.096], [-0.699, -0.559, -2.530], [-1.625, -1.679, -1.497], [-2.485, -0.501, -2.517]], "mulliken_charge": [-0.9614, 0.8736, -1.0878, -0.5303, 0.2429, 0.2431, 0.3178, 0.2776, 0.2704, 0.3365, -0.9631, 0.2148, 0.2580, 0.2003, 0.3078], "total_charge": 0, "lumo_ev": 0.91, "smiles": "C=C(C)O.C", "relative_energy_ev": 0.761}